Below is C15H25IN6S2Se4V as an isolated structure at a distorted geometry, with properties calculated with ωB97M-V/def2-TZVPD.

Output
Kohn-Sham gap (alpha / beta) = 5.1 / 4.9 eV
E_LUMO (alpha / beta) = -0.3378 / -0.5313 eV
Molecular weight = 847.23 g/mol
Electronic energy = -12558.97999 hartree
<S²> = 3.77
Relative energy (zero: lowest compared OMol25 entry of this formula, charge and spin) = 47.5 kJ/mol
Highest occupied orbital energy (alpha / beta) = -0.1993 / -0.1999 Ha
Multiplicity = 4

Cartesian coordinates (Å):
V -0.284 0.253 -0.237
C -1.845 1.290 2.127
C -0.410 1.571 2.596
N 0.553 1.234 1.535
C 1.756 0.526 2.009
C 1.468 -0.936 2.322
S 0.602 -1.668 0.898
C -0.956 -2.258 1.646
C -1.784 -1.152 2.278
N -1.871 0.018 1.393
H -2.169 2.086 1.458
H -2.523 1.287 2.989
H -0.187 0.974 3.481
H -0.326 2.621 2.890
H 0.877 2.091 1.099
H 2.190 1.016 2.890
H 2.498 0.559 1.207
H 0.856 -1.074 3.216
H 2.405 -1.479 2.433
H -0.719 -3.038 2.369
H -1.493 -2.708 0.809
H -1.319 -0.851 3.217
H -2.779 -1.535 2.529
H -2.715 -0.045 0.832
Se 4.029 -1.821 0.159
Se 4.623 0.274 -0.554
Se 3.430 0.622 -2.512
Se 1.197 1.080 -1.997
C -4.415 -2.235 -3.931
C -3.907 -2.999 -2.701
C -2.499 -2.618 -2.389
N -2.179 -1.643 -1.618
N -0.842 -1.366 -1.549
C -0.108 -2.209 -2.256
N 1.213 -2.234 -2.340
S -1.102 -3.375 -3.117
H -5.465 -2.459 -4.117
H -3.844 -2.510 -4.817
H -4.311 -1.160 -3.777
H -3.973 -4.073 -2.881
H -4.523 -2.753 -1.835
H 1.802 -1.794 -1.623
H 1.669 -2.965 -2.857
I 0.428 4.194 -0.269
C -1.341 3.179 -0.853
C -2.359 4.049 -1.208
C -3.542 3.552 -1.721
C -3.631 2.177 -1.870
C -2.586 1.385 -1.454
N -1.426 1.833 -0.910
H -2.206 5.112 -1.097
H -4.347 4.213 -2.009
H -4.507 1.719 -2.307
H -2.664 0.315 -1.575